A cluster of 9 separate species, C15H21Cl24N3O3 in total in a non-equilibrium geometry. Source: the Open Molecules 2025 dataset; level of theory: ωB97M-V/def2-TZVPD.

Structure (ORCA input):
```
! wB97M-V def2-TZVPD RIJCOSX def2/J DEFGRID3
* xyz 0 1
C 4.28521 -0.83661 -4.05678
Cl 4.59443 -2.59346 -4.29037
Cl 5.77404 0.06957 -4.19580
Cl 3.20671 -0.29385 -5.33710
Cl 3.56053 -0.66151 -2.45899
C 3.98804 3.34289 0.05885
Cl 5.03597 2.08834 0.75358
Cl 2.74760 3.84702 1.21855
Cl 5.01280 4.69101 -0.47222
Cl 3.17391 2.67548 -1.35792
C -1.06346 5.32151 -0.73730
Cl -2.12302 4.29516 0.32851
Cl -0.23420 6.62717 0.16360
Cl 0.15996 4.28924 -1.37462
Cl -2.08520 6.03295 -2.02827
C -6.48116 3.04006 -0.39377
Cl -6.27309 2.68449 1.29067
Cl -6.20715 4.75567 -0.61813
Cl -5.26375 2.19652 -1.33219
Cl -8.06414 2.57565 -0.95508
C 1.30138 -2.03039 4.82917
Cl 0.01517 -3.02898 5.34837
Cl 0.65544 -0.47536 4.26210
Cl 2.39069 -1.71045 6.31245
Cl 2.25113 -2.87206 3.59052
C 4.11906 -4.73280 -0.43169
Cl 2.94371 -5.24872 -1.65994
Cl 5.38496 -3.81847 -1.27216
Cl 3.16010 -3.64089 0.63446
Cl 4.81900 -6.04963 0.48434
C -1.77111 1.10160 -1.26610
C -0.38508 0.51569 -1.21241
O 0.04987 -0.09859 -2.16871
N 0.35696 0.72679 -0.10032
C 1.57868 0.02759 0.12314
H -2.19095 1.01066 -0.26323
H -2.38975 0.70043 -2.02944
H -1.60087 2.19859 -1.41354
H -0.08175 1.08204 0.73870
H 1.78904 -0.62742 -0.71984
H 1.50652 -0.60956 1.02412
H 2.38772 0.72974 0.26328
C -2.49113 2.69142 4.07993
C -2.07677 1.63253 3.06245
O -1.19731 1.79342 2.25985
N -2.79844 0.49564 3.10992
C -2.39223 -0.61553 2.26149
H -2.54243 3.65118 3.55986
H -1.73409 2.74871 4.82797
H -3.46787 2.46329 4.53199
H -3.41193 0.27496 3.87611
H -2.99026 -0.71126 1.40770
H -2.26150 -1.50997 2.82817
H -1.34719 -0.35450 1.94050
C -0.49740 -2.90918 -0.46173
C -0.21261 -3.73122 -1.71335
O -0.32280 -4.97078 -1.83928
N 0.21912 -2.95749 -2.75292
C 0.19464 -3.60682 -4.03685
H -1.52073 -2.47719 -0.57793
H 0.31493 -2.19456 -0.28302
H -0.52216 -3.62172 0.34862
H 0.38002 -1.96985 -2.63845
H -0.18072 -2.90465 -4.80119
H -0.37951 -4.54540 -4.00613
H 1.20446 -3.96815 -4.26221
*
```

For the total energy, the calculation gives -327046.0474 eV. As for the SMILES: ClC(Cl)(Cl)Cl.ClC(Cl)(Cl)Cl.ClC(Cl)(Cl)Cl.ClC(Cl)(Cl)Cl.ClC(Cl)(Cl)Cl.ClC(Cl)(Cl)Cl.CNC(C)=O.CNC(C)=O.CNC(C)=O. Its frontier orbital gap is 8.838 eV. The HOMO energy comes out at -8.93 eV.

=====

A cluster of 9 separate species, C21H60N6O9 in total in a non-equilibrium geometry. Source: the Open Molecules 2025 dataset; level of theory: ωB97M-V/def2-TZVPD.

Structure (ORCA input):
```
! wB97M-V def2-TZVPD RIJCOSX def2/J DEFGRID3
* xyz 0 1
C 13.45790 9.32897 7.93381
O 13.40326 10.47412 7.50242
N 14.59816 8.78797 8.39374
N 12.36634 8.53404 8.04765
H 15.35039 9.45871 8.52568
H 14.57694 7.85646 8.77873
H 11.48096 9.00347 8.16770
H 12.43610 7.82380 8.83078
C 10.92023 13.38383 12.89957
O 9.98101 13.98565 13.41728
N 10.88811 13.13938 11.56497
N 12.00256 12.93534 13.62017
H 10.05571 13.39066 11.08846
H 11.43177 12.35066 11.19081
H 12.18998 13.64698 14.36208
H 12.78862 12.86346 12.96209
C 12.18549 6.60768 11.42564
O 12.72860 6.41478 10.34807
N 11.21822 7.51446 11.74530
N 12.74817 5.87846 12.46698
H 10.94163 7.57388 12.71453
H 10.74433 8.06961 11.06089
H 12.25317 5.80917 13.33143
H 13.12502 4.93431 12.35829
C 8.27974 10.87406 7.52480
C 9.56325 10.25754 7.02421
C 9.74849 10.57398 5.53076
O 10.56258 10.85978 7.85526
H 8.41448 10.84362 8.63882
H 7.50608 10.12864 7.17668
H 8.06285 11.86170 7.11540
H 9.62297 9.15353 7.09617
H 8.90920 10.25712 4.84922
H 10.62127 10.06355 5.16206
H 9.98960 11.65346 5.41143
H 11.52889 10.71155 7.60915
C 14.89162 15.94280 14.86810
C 14.08986 15.26864 15.93267
C 14.42415 15.91202 17.26438
O 12.70216 15.56827 15.62779
H 14.41687 16.81447 14.65349
H 14.85879 15.36180 13.95071
H 15.88414 16.10385 15.18790
H 14.09496 14.21441 16.16164
H 14.14824 16.98015 17.26028
H 15.36940 15.64837 17.66725
H 13.63436 15.50158 17.94679
H 12.15677 15.10878 16.33170
C 12.63516 13.97016 19.96921
C 12.94146 13.13017 18.74640
C 12.87678 11.61811 19.07489
O 11.96656 13.58701 17.83981
H 12.47714 14.99729 19.61318
H 13.45452 13.89358 20.71018
H 11.74311 13.63545 20.40210
H 13.90183 13.37389 18.36621
H 12.72929 11.12484 18.09988
H 12.02209 11.23582 19.62578
H 13.78462 11.23296 19.50875
H 11.45302 12.92578 17.42157
C 8.23361 13.55514 16.11002
C 7.73434 14.98799 16.19079
C 7.01886 15.30788 14.85160
O 6.90189 15.24242 17.31790
H 7.33877 12.87203 16.03786
H 8.82196 13.39408 17.07865
H 8.94579 13.45846 15.29249
H 8.62256 15.60978 16.26326
H 6.03033 14.77561 14.97879
H 7.54842 14.99259 13.91284
H 6.86986 16.36916 14.75277
H 6.22216 14.51616 17.21908
C 5.98112 7.08856 12.03738
C 6.25418 7.30255 13.53192
C 6.90330 6.00190 13.99139
O 7.15142 8.44702 13.64942
H 5.23994 7.87254 11.74472
H 5.55864 6.13772 11.83348
H 6.88636 7.29858 11.44299
H 5.32778 7.44070 14.06900
H 7.62472 5.59383 13.27545
H 6.15155 5.21353 14.04192
H 7.35654 6.10485 14.99577
H 7.00747 8.91262 14.51844
C 10.05866 10.69125 15.48499
C 10.71923 9.71312 14.45182
C 12.18849 9.60609 14.85702
O 10.05302 8.46337 14.62692
H 10.53989 11.68610 15.45228
H 10.26513 10.26878 16.49156
H 9.04223 10.83972 15.31836
H 10.68576 10.01803 13.39148
H 12.60146 8.76000 14.26827
H 12.21039 9.46958 15.95847
H 12.66334 10.57451 14.64449
H 9.19184 8.71015 14.33384
*
```

The calculation puts the energy above the lowest of the compared OMol25 structures with the same formula, charge and spin at 33.8 kcal per mole. For the total energy, the calculation gives -50119.2947 eV. As for the SMILES: NC(N)=O.NC(N)=O.NC(N)=O.CC(C)O.CC(C)O.CC(C)O.CC(C)O.CC(C)O.CC(C)O. Its frontier orbital gap is 10.056 eV. The HOMO energy comes out at -9.83 eV.

=====

An isolated molecule of C18H25N3O3. Source: the Open Molecules 2025 dataset; level of theory: ωB97M-V/def2-TZVPD.

Structure (ORCA input):
```
! wB97M-V def2-TZVPD RIJCOSX def2/J DEFGRID3
* xyz 0 1
C 1.30289 1.88847 -1.75781
H 1.55461 2.94178 -1.66120
H 0.35527 1.70486 -1.26153
H 1.18843 1.66848 -2.81638
C 2.38863 1.03494 -1.11112
N 2.00089 -0.36061 -0.99329
C 2.03535 -1.07093 -2.25672
H 3.05027 -1.41981 -2.51909
C 1.08457 -2.27357 -2.24914
N -0.24803 -1.88733 -1.85749
C -0.86151 -2.40003 -0.77606
O -0.42315 -3.31461 -0.11229
C -2.20003 -1.71772 -0.46601
C -1.92386 -0.42491 0.21670
C -1.94407 0.87255 -0.28639
N -1.63152 1.76333 0.73028
C -1.38254 1.05431 1.86137
C -1.00154 1.49097 3.12974
C -0.81655 0.53651 4.10226
C -0.99797 -0.82846 3.83868
C -1.37125 -1.27090 2.59405
C -1.56630 -0.32208 1.58437
H -1.49216 -2.32210 2.38425
H -0.83502 -1.53840 4.63550
H -0.52190 0.84176 5.09561
H -0.85615 2.53916 3.34198
C -1.50214 3.19329 0.64693
H -2.12275 3.66398 1.41190
H -1.82910 3.53426 -0.33115
H -0.46180 3.48913 0.80609
C -2.28524 1.32298 -1.62160
O -2.56913 2.45332 -1.95696
O -2.26361 0.33209 -2.54903
H -2.54243 0.70414 -3.40062
H -2.75662 -2.37163 0.20684
H -2.76101 -1.57199 -1.38680
H -0.64428 -1.06600 -2.28862
H 1.40594 -3.03392 -1.53462
H 1.06744 -2.72025 -3.25082
H 1.70833 -0.38563 -3.04120
C 2.72914 -1.04009 0.07065
C 2.00911 -0.89510 1.40622
H 2.59666 -1.35148 2.19870
H 1.84248 0.14987 1.65566
H 1.04541 -1.39187 1.35639
H 2.79432 -2.10234 -0.16728
H 3.76000 -0.65553 0.14915
H 3.33543 1.14794 -1.67079
H 2.55647 1.40914 -0.09933
*
```

The calculation puts the energy above the lowest of the compared OMol25 structures with the same formula, charge and spin at 22.2 kcal per mole. For the total energy, the calculation gives -29686.0180 eV. As for the SMILES: CCN(CC)CCNC(=O)Cc1c(C(=O)O)n(C)c2ccccc12. Its frontier orbital gap is 8.185 eV. The HOMO energy comes out at -8.05 eV.